The following is a DFT calculation (the ωB97M-V functional and the def2-TZVPD basis) of an isolated molecule of C18H22N2O2.

## Properties
E (Ha): -959.1332
ΔE to the lowest compared entry with this formula, charge and spin (kJ/mol): 97.1
HOMO-LUMO gap (eV): 9.57
SMILES: CCC(CC)C(=O)c1c[nH]c(C(=O)NCc2ccccc2)c1

CARTESIAN COORDINATES (ANGSTROEM)
C 0.58643 4.30518 -3.58531
C -0.04249 3.05534 -4.19142
C 0.34635 1.73423 -3.50980
C 1.86152 1.55898 -3.30946
C 2.62356 1.49690 -4.62793
C -0.33293 1.58159 -2.15446
O -0.78663 2.51751 -1.53123
C -0.40387 0.21632 -1.62281
C -0.07552 -0.99240 -2.22230
N -0.32461 -1.97660 -1.34725
C -0.81370 -1.46001 -0.17870
C -1.14464 -2.39736 0.90288
O -0.95130 -3.59759 0.77657
N -1.68270 -1.83916 2.00899
C -1.99504 -2.60633 3.19396
C -1.13973 -2.19973 4.36609
C -1.70781 -1.89619 5.59515
C -0.91002 -1.52382 6.66356
C 0.46303 -1.44352 6.50996
C 1.03692 -1.74190 5.28509
C 0.24014 -2.11948 4.22011
C -0.87446 -0.09407 -0.32335
H 0.16714 5.18975 -4.06015
H 1.66323 4.32269 -3.73435
H 0.37341 4.35369 -2.52192
H 0.21942 2.99468 -5.25031
H -1.12922 3.14875 -4.12694
H -0.00902 0.91629 -4.14661
H 2.03667 0.63489 -2.75346
H 2.24052 2.38043 -2.70091
H 2.23875 0.69554 -5.25567
H 2.53785 2.43121 -5.17529
H 3.67843 1.30864 -4.44068
H 0.30341 -1.20064 -3.20343
H -0.19652 -2.97009 -1.47479
H -1.76713 -0.83740 2.06305
H -3.05599 -2.48895 3.43951
H -1.80708 -3.65321 2.93216
H -2.77995 -1.95583 5.71871
H -1.36254 -1.29298 7.61673
H 1.08504 -1.15034 7.34259
H 2.10820 -1.68299 5.16092
H 0.68610 -2.35976 3.26567
H -1.20323 0.63775 0.38680

Forces on atoms 1 to 2 (eV/Å):
-0.103 -0.110 -0.056
0.011 -0.084 0.134

What are the natural (NBO) partial charges on each atom? They are as follows, in elementary charge units: -0.62 -0.39 -0.31 -0.39 -0.61 0.60 -0.56 -0.25 0.01 -0.47 0.00 0.64 -0.64 -0.59 -0.27 0.05 -0.24 -0.20 -0.22 -0.19 -0.24 -0.21 0.21 0.19 0.23 0.20 0.21 0.21 0.21 0.21 0.20 0.21 0.21 0.22 0.44 0.40 0.20 0.25 0.21 0.21 0.21 0.21 0.22 0.23